(1)
C35H35ClNO6OsP2S3 | wB97M-V/def2-TZVPD

E_HOMO   -0.3982 hartree
Max |F|   0.43 eV/A
LUMO level   -3.1 eV
Kohn-Sham gap   7.774 eV

```
! wB97M-V def2-TZVPD RIJCOSX def2/J DEFGRID3
* xyz 1 1
Os -1.5972 -1.1546 0.1943
Cl -4.7915 -1.6081 -0.4378
S -1.5502 -2.6245 2.5102
S -0.9706 -4.2645 -0.8026
S 4.1014 3.1029 -1.8081
P -1.1858 1.1015 0.3489
P 0.5142 -0.5747 -0.7200
O -0.4202 -1.9442 1.7544
O -2.0146 -2.0034 -1.5869
O 0.3099 -3.5809 -0.7306
O -1.4007 -2.5315 3.9183
O -2.7612 -1.9885 1.9141
O -2.1746 -3.0759 -0.6455
N 0.3844 1.0472 -0.2390
C -0.7683 3.9006 3.2749
C 1.3281 3.0883 -1.3618
C 1.5778 -0.1874 -5.1526
C 2.1932 -0.0759 -2.8344
C -1.7405 -7.1391 1.7874
C 3.9286 -2.5422 0.3477
C -1.9017 2.2038 -2.0809
C 1.9650 -1.1665 0.1686
C -3.5214 -0.3871 -0.3368
C 4.8608 2.9765 -0.1736
C -4.0274 3.6666 -1.0529
C 0.0006 -0.8623 -3.4656
C 0.9370 -0.5743 -2.4727
C -2.1547 2.1921 -0.7105
C 4.2222 -1.9624 1.5746
C -2.7042 2.9482 -2.9301
C 1.4350 2.0651 -0.2441
C 2.5078 0.1188 -4.1687
C -1.8663 -6.5627 3.0317
C -3.7679 3.6783 -2.4161
C -1.4073 -4.9490 0.8037
C 3.3886 -0.9867 2.1027
C -0.8889 3.2952 2.0359
C 2.5608 3.9862 -1.4208
C -1.7713 -5.1815 3.1704
C -1.1409 1.7813 4.3551
C 2.8032 -2.1478 -0.3563
C -3.2248 2.9251 -0.1997
C -1.5082 -6.3275 0.6833
C 2.2618 -0.5882 1.4024
C -1.5482 -4.3607 2.0760
C -0.8957 3.1436 4.4338
C -1.1320 1.9216 1.9493
C -1.2559 1.1694 3.1152
C 0.3286 -0.6766 -4.8007
H -0.3975 -0.9146 -5.5666
H -1.8716 -4.7295 4.1462
H -1.4535 0.1074 3.0662
H 2.9272 0.1767 -2.0801
H 3.6132 -0.5375 3.0608
H -4.8570 4.2334 -0.6524
H -4.3962 4.2575 -3.0795
H -0.9752 -1.2387 -3.2040
H -1.8171 -8.2101 1.6616
H 3.4788 0.5140 -4.4356
H 0.4339 3.7060 -1.2355
H 2.4276 4.7368 -2.1989
H 5.0092 3.9657 0.2562
H -1.2491 1.1909 5.2548
H 1.6116 0.1722 1.8192
H 5.1040 -2.2717 2.1202
H 2.5712 -2.6098 -1.3053
H 2.3835 1.5339 -0.3439
H 5.8349 2.5128 -0.3189
H 4.5778 -3.3038 -0.0631
H -1.4008 -6.7784 -0.2963
H -0.5823 4.9644 3.3381
H 4.2794 2.3581 0.5095
H 2.7084 4.5251 -0.4824
H 1.8266 -0.0399 -6.1953
H 1.4489 2.5561 0.7349
H -2.0432 -7.1724 3.9068
H -2.4990 2.9585 -3.9923
H -0.8103 3.6214 5.4007
H -0.8049 3.8925 1.1351
H -3.4337 2.9190 0.8631
H -3.4889 0.1343 -1.2863
H -3.8191 0.2916 0.4622
H 1.2232 2.5637 -2.3154
H -1.0767 1.6310 -2.4880
*
```

(2)
C37H52Cl2FI2N5O8 | wB97M-V/def2-TZVPD

E_HOMO   -0.3204 hartree
Max |F|   2.03 eV/A
LUMO level   -0.8 eV
Kohn-Sham gap   7.870 eV

```
! wB97M-V def2-TZVPD RIJCOSX def2/J DEFGRID3
* xyz 0 1
I -3.3416 -5.6302 0.2453
I -0.5839 -6.3867 4.4367
Cl 2.1451 -0.0969 1.7814
Cl -3.7529 -0.6710 2.4359
F 8.0168 -0.8781 1.3547
O 11.0499 -2.0050 6.9557
O -6.5325 7.2754 -2.4586
O -2.7442 5.3565 -3.4824
O 2.5923 -4.5206 -2.5670
O 0.1666 -1.6426 0.2726
O -3.3873 -2.2767 -1.3808
O 7.3911 -2.9367 0.8899
O -1.6228 1.6746 -2.3905
N 11.5947 -1.0509 5.0051
N -2.7397 7.5908 -3.6081
N -0.8851 3.6696 -1.6736
N -3.2798 -1.0542 -3.2579
N -8.5234 7.3057 -1.4358
C 0.7251 -3.9861 0.4035
C 1.4438 -4.8032 -0.4725
C 6.5810 -1.2963 -0.6510
C 3.1844 -2.9755 -0.8230
C 5.0999 -1.6303 -0.4449
C 10.7436 -1.7527 5.8024
C 7.3587 -1.7811 0.5712
C -0.1020 4.5725 -0.8571
C -0.1705 -4.5058 1.3340
C -2.9741 8.9486 -3.1558
C -3.0018 6.4334 -2.9546
C -2.0606 -2.7090 1.6543
C 9.4295 -2.1953 5.2058
C -3.6114 6.5248 -1.5816
C -9.7751 6.7604 -0.9438
C -7.7202 5.2000 -2.4101
C 1.2251 -6.1620 -0.4322
C 4.5133 -2.7094 -1.0771
C 0.3459 -6.6743 0.4885
C 2.4763 -2.1626 0.0495
C 3.0718 -1.0890 0.6745
C -2.0612 -1.2370 2.1025
C -3.5599 -5.7486 3.3305
C 4.4044 -0.8142 0.4288
C -1.2755 -2.2450 -2.5067
C 11.4100 -0.6572 3.6212
C -0.3597 -5.8978 1.4017
C -0.8796 -3.5366 2.2763
C -2.6492 -0.4821 -4.4344
C -2.7255 -1.8681 -2.3275
C 1.0041 -2.5125 0.2675
C -1.2541 -6.6447 2.3736
C -0.9040 2.3148 -1.6358
C -2.8149 -6.4646 2.1869
C -0.0189 1.6143 -0.6365
C -7.5350 6.6663 -2.1112
C 2.4299 -4.1529 -1.4248
H -3.4150 8.9700 -2.1652
H -1.2410 -3.9927 3.1994
H 4.9014 0.0121 0.9356
H 12.4508 -0.7882 5.4671
H -4.5784 7.0256 -1.6342
H -3.1954 -0.8136 -5.3211
H -1.6111 -0.7845 -4.5165
H 1.0342 1.8362 -0.8188
H -2.0718 -2.8261 0.5677
H -0.6487 -1.3517 -2.4885
H -1.5052 4.0724 -2.3675
H -8.3305 8.2814 -1.2724
H -0.1709 0.5442 -0.7499
H -0.9770 -2.8964 -1.6886
H 8.8440 -1.3303 4.8911
H -2.9437 7.0630 -0.9050
H -1.6795 -0.5556 1.3398
H -4.2477 -0.8397 -3.0797
H -0.2870 1.8960 0.3832
H -3.6455 9.4451 -3.8579
H -2.0238 9.4862 -3.1397
H -6.8501 4.8376 -2.9507
H 6.6365 -0.2091 -0.7831
H 7.0064 -1.7922 -1.5286
H -4.6044 -5.6437 2.9990
H -2.3329 7.4534 -4.5200
H 11.4637 0.4312 3.5551
H -3.7615 5.5204 -1.1922
H -9.8198 6.8946 0.1382
H 1.7502 -6.8146 -1.1266
H 0.5241 4.0367 -0.1502
H 8.8666 -2.7386 5.9591
H -2.9903 -3.1456 2.0418
H -10.6032 7.3068 -1.3984
H -3.6120 -6.3975 4.2141
H 0.5299 5.1817 -1.5071
H -0.7781 5.2329 -0.3090
H -3.1674 -4.7597 3.5765
H -2.7032 0.6042 -4.3697
H -1.4497 -1.0973 3.0032
H -7.8144 4.6323 -1.4835
H -8.6036 5.0477 -3.0316
H -1.0681 -7.7074 2.1888
H 0.1901 -7.7541 0.5157
H 12.2159 -1.0859 3.0225
H -3.2398 -7.4736 2.1506
H -9.8722 5.7056 -1.1772
H 10.4550 -0.9934 3.2306
H 5.0704 -3.3535 -1.7542
H -0.1186 -2.7984 2.5850
H -1.1351 -2.7811 -3.4469
H 9.6006 -2.8570 4.3555
*
```